# C40H50F30O20

A 10-piece molecular cluster, C40H50F30O20 overall (ωB97M-V with the def2-TZVPD basis set, the OMol25 dataset).

```
140
Properties=species:S:1:pos:R:3:mulliken_charge:R:1
F -0.28 -0.68 2.46 -0.24
F -2.00 -1.91 2.08 -0.24
F -10.07 -5.47 8.10 -0.26
F -8.32 12.99 -0.71 -0.23
F -2.43 -14.87 10.86 -0.23
F 3.16 3.96 -9.52 -0.23
F 4.12 -8.64 12.81 -0.24
F 4.88 -8.74 10.82 -0.24
F -4.61 -14.59 10.76 -0.23
F 0.31 9.82 -10.14 -0.24
F 6.81 2.33 -3.50 -0.25
F 2.74 -8.94 11.14 -0.23
F -9.30 11.58 0.53 -0.25
F 5.95 3.24 5.43 -0.24
F -0.62 10.16 -8.29 -0.25
F -2.67 -3.15 -3.68 -0.23
F -8.67 -7.00 7.66 -0.23
F 4.16 2.07 -10.15 -0.23
F -3.36 -14.87 8.96 -0.24
F -8.96 11.11 -1.62 -0.22
F 4.06 2.28 6.02 -0.23
F -3.55 -4.74 -4.91 -0.25
F -0.33 -1.89 0.63 -0.21
F 1.97 2.40 -10.37 -0.24
F 7.62 0.52 -2.51 -0.22
F 0.57 8.56 -8.42 -0.26
F -7.95 -4.92 7.77 -0.23
F -3.31 -4.98 -2.85 -0.25
F 5.12 3.63 7.41 -0.25
F 8.10 2.66 -1.97 -0.22
O 2.53 -6.38 10.82 -0.22
O -1.29 -6.06 -4.65 -0.51
O 4.58 -6.00 11.76 -0.52
O 2.48 4.10 -12.56 -0.28
O 9.33 0.75 -4.54 -0.53
O -1.09 0.64 -0.34 -0.24
O -6.54 11.37 0.85 -0.49
O -3.30 -12.19 8.88 -0.23
O -0.32 -4.05 -3.89 -0.27
O 7.24 2.10 7.68 -0.32
O -2.83 0.61 1.18 -0.55
O -3.00 -12.08 11.19 -0.51
O 9.80 2.97 -3.91 -0.28
O -6.61 10.08 -1.09 -0.29
O -2.33 7.89 -8.53 -0.58
O 4.64 3.51 -12.33 -0.55
O 5.77 0.49 6.86 -0.51
O -9.69 -6.40 5.22 -0.54
O -9.53 -4.19 5.72 -0.32
O -1.84 8.43 -10.69 -0.17
C -0.32 9.24 -9.12 0.83
C -1.04 -1.13 1.47 0.81
C 6.10 1.64 7.06 0.28
C 9.03 1.78 -3.89 0.37
C -1.35 -4.95 -4.16 0.31
C 10.90 3.04 -4.81 -0.26
C 2.32 -4.99 10.55 -0.16
C 1.13 -4.33 -3.96 -0.29
C -2.96 7.77 -12.69 -1.15
C -5.41 9.38 -0.83 -0.24
C 7.87 1.81 -2.92 0.88
C -4.11 10.18 -0.99 -1.08
C 3.46 3.51 -11.87 0.43
C 3.19 3.00 -10.47 0.82
C -9.74 -3.69 4.45 -0.27
C 7.86 0.34 9.29 -1.02
C -3.32 -10.71 8.70 -0.20
C -8.46 11.70 -0.55 0.83
C -2.79 -4.41 -3.89 0.91
C -8.94 -5.73 7.38 0.97
C 8.21 1.08 8.00 -0.27
C -3.42 -14.29 10.20 0.81
C 5.24 2.76 6.44 0.95
C -1.58 8.41 -9.43 0.43
C 1.12 -4.85 9.61 -1.19
C 1.96 3.72 -15.05 -0.86
C 2.62 4.55 -13.94 -0.39
C -3.74 -10.30 7.29 -1.15
C -3.15 -12.74 10.16 0.39
C 3.69 -6.77 11.45 0.36
C -7.07 11.07 -0.19 0.35
C -1.57 1.83 -0.90 -0.24
C 1.60 -4.10 -5.48 -1.02
C -9.42 -5.49 5.98 0.31
C 12.25 3.41 -4.07 -1.13
C -8.40 -3.50 3.70 -1.05
C -2.87 7.62 -11.18 -0.25
C -1.70 0.14 0.77 0.43
C -1.41 1.68 -2.40 -1.11
C 3.85 -8.32 11.55 0.85
H -0.35 1.54 -2.63 0.29
H -2.29 -10.40 8.87 0.26
H 2.03 -4.57 11.52 0.25
H -3.83 7.93 -10.78 0.29
H -3.50 8.66 -13.01 0.30
H 9.08 1.70 8.20 0.30
H -8.58 -2.80 2.88 0.37
H 1.49 -5.12 8.62 0.31
H 11.06 2.22 -5.51 0.33
H 7.50 1.01 10.07 0.30
H 8.80 -0.16 9.54 0.35
H -2.62 2.06 -0.74 0.31
H 12.09 4.08 -3.21 0.31
H -1.96 0.83 -2.79 0.30
H -3.02 -10.37 6.47 0.32
H -8.07 -4.51 3.44 0.30
H 2.66 -4.31 -5.58 0.37
H 2.44 4.12 -15.94 0.30
H 3.26 -4.63 10.15 0.34
H 7.10 -0.42 9.10 0.30
H -3.56 6.98 -13.14 0.38
H -1.96 7.68 -13.13 0.31
H -3.92 11.03 -0.32 0.31
H -5.50 8.49 -1.46 0.33
H -5.48 8.92 0.16 0.33
H 0.96 -4.69 -6.13 0.28
H -3.25 9.52 -0.86 0.34
H 0.21 -5.39 9.86 0.31
H 1.68 -3.84 -3.16 0.37
H -10.40 -4.38 3.91 0.33
H -3.93 -9.23 7.27 0.38
H 10.73 3.83 -5.54 0.33
H 1.57 -3.05 -5.79 0.29
H 12.59 2.52 -3.56 0.31
H -7.66 -3.03 4.35 0.30
H -10.28 -2.75 4.61 0.32
H 0.75 -3.85 9.39 0.39
H 3.68 4.72 -14.14 0.34
H -4.14 10.73 -1.93 0.32
H 13.05 3.80 -4.69 0.35
H -3.98 -10.26 9.45 0.32
H -1.05 2.72 -0.52 0.31
H 0.93 4.02 -14.89 0.25
H 2.17 5.54 -13.91 0.33
H -1.74 2.63 -2.82 0.38
H -4.73 -10.72 7.10 0.32
H -2.80 6.57 -10.87 0.35
H 2.09 2.64 -14.95 0.31
H 1.39 -5.38 -3.80 0.27
H 8.47 0.50 7.12 0.35
```

Its net charge is 0. As for the multiplicity: 1. As for the SMILES: CCOC(=O)C(F)(F)F.CCOC(=O)C(F)(F)F.CCOC(=O)C(F)(F)F.CCOC(=O)C(F)(F)F.CCOC(=O)C(F)(F)F.CCOC(=O)C(F)(F)F.CCOC(=O)C(F)(F)F.CCOC(=O)C(F)(F)F.CCOC(=O)C(F)(F)F.CCOC(=O)C(F)(F)F. As for the frontier orbital gap: 0.412 hartree.